This record from the Open Molecules 2025 dataset describes a structure of composition C58H48ClNO6PSZr in a non-equilibrium geometry. The level of theory is the ωB97M-V functional and the def2-TZVPD basis.

```
! RIJCOSX wB97M-V def2-TZVPD def2/J DEFGRID3
* xyz -1 1
Zr 0.6046 0.7619 -0.5709
O 0.7148 -1.0263 -1.3145
C 0.4142 -1.3468 -2.6340
C 0.4602 -0.0849 -3.5777
C 1.8096 0.5456 -3.4221
C 2.7538 0.5323 -4.4296
C 4.0234 1.0477 -4.1885
C 4.2894 1.5652 -2.9242
C 3.2989 1.5805 -1.9611
C 3.5059 2.1981 -0.6117
C 3.3942 1.1589 0.5548
O 2.1030 0.6614 0.6051
C 4.3768 -0.0103 0.3664
C 5.7361 0.1451 0.1120
C 6.5643 -0.9591 -0.0130
C 6.0560 -2.2416 0.1066
C 4.7018 -2.4100 0.3385
C 3.8764 -1.3059 0.4699
C 3.7327 1.9210 1.8516
C 2.7924 1.9386 2.8748
C 3.0319 2.6040 4.0641
C 4.2156 3.2975 4.2475
C 5.1449 3.3222 3.2199
C 4.9121 2.6377 2.0384
N 2.0688 1.0685 -2.1988
C 1.4787 -2.2658 -3.2399
C 1.3063 -2.8591 -4.4876
C 2.3470 -3.5564 -5.0768
C 3.5661 -3.6831 -4.4264
C 3.7392 -3.1019 -3.1807
C 2.7009 -2.3938 -2.5981
C -0.9735 -1.9925 -2.6411
C -1.0972 -3.3712 -2.5005
C -2.3458 -3.9653 -2.4220
C -3.4922 -3.1908 -2.4920
C -3.3804 -1.8133 -2.5878
C -2.1303 -1.2168 -2.6447
H -0.2893 0.6408 -3.2698
H 0.2844 -0.3942 -4.6084
H 2.5070 0.1217 -5.3992
H 4.7780 1.0471 -4.9608
H 5.2641 1.9694 -2.6954
H 2.6881 2.9108 -0.4505
H 4.4612 2.7190 -0.5737
H 6.1713 1.1276 0.0003
H 7.6181 -0.8147 -0.2116
H 6.7073 -3.1005 0.0139
H 4.2737 -3.4000 0.4152
H 2.8164 -1.4344 0.6447
H 1.8516 1.4314 2.7331
H 2.2807 2.5741 4.8408
H 4.4111 3.8159 5.1767
H 6.0623 3.8849 3.3354
H 5.6689 2.6901 1.2690
H 0.3587 -2.7702 -5.0039
H 2.2095 -3.9931 -6.0578
H 4.3728 -4.2328 -4.8928
H 4.6852 -3.1839 -2.6627
H 2.8175 -1.9148 -1.6380
H -0.2062 -3.9812 -2.4453
H -2.4189 -5.0384 -2.3067
H -4.4674 -3.6550 -2.4496
H -4.2669 -1.1937 -2.6085
H -2.0667 -0.1371 -2.6718
Cl -1.3184 -0.9479 0.4643
C -3.0263 -1.3053 0.6883
C -3.3773 -2.5946 1.0696
C -4.7100 -2.9497 1.1451
C -5.6948 -2.0342 0.8231
C -5.3507 -0.7321 0.5101
C -4.0217 -0.3261 0.4681
P -3.4290 1.3952 0.1791
C -4.8989 1.9949 -0.7633
C -6.1326 2.3358 -0.2151
C -7.1768 2.7366 -1.0353
C -7.0025 2.8171 -2.4076
C -5.7713 2.5014 -2.9612
C -4.7327 2.0892 -2.1434
C -3.8323 2.0400 1.8566
C -3.8167 1.2397 2.9976
C -4.0094 1.7974 4.2516
C -4.2096 3.1609 4.3876
C -4.1929 3.9703 3.2607
C -4.0033 3.4175 2.0062
H -2.6007 -3.3086 1.2966
H -4.9831 -3.9512 1.4456
H -6.7340 -2.3346 0.8296
H -6.1220 -0.0080 0.2932
H -6.2813 2.2884 0.8558
H -8.1353 2.9875 -0.5994
H -7.8201 3.1380 -3.0402
H -5.6196 2.5846 -4.0299
H -3.7599 1.8742 -2.5644
H -3.6554 0.1741 2.9096
H -3.9946 1.1631 5.1287
H -4.3648 3.5929 5.3677
H -4.3194 5.0399 3.3694
H -3.9570 4.0422 1.1259
O 0.8000 3.5357 -1.2572
S -0.4833 3.0087 -0.8272
O -1.5843 3.9256 -0.8094
O -0.2485 2.3093 0.4930
O -0.7487 1.8018 -1.7279
C -0.2509 0.0640 2.9348
C 0.3431 -0.9390 3.6761
C -0.3580 -1.6139 4.7257
C 0.2446 -2.5843 5.4887
C 1.5731 -2.9538 5.2741
C 2.2830 -2.3223 4.2510
C 1.6953 -1.3596 3.4659
H -1.2426 0.4096 3.1813
H 0.2508 0.5610 2.1083
H -1.3915 -1.3453 4.9098
H -0.3200 -3.0744 6.2748
H 2.0379 -3.7194 5.8834
H 3.3210 -2.5904 4.0783
H 2.2607 -0.8824 2.6777
*
```

Results
Energy in eV: -108632.358
Orbital gap in eV: 3.596
LUMO level in eV: 1.9016
ΔE to the lowest compared entry with this formula, charge and spin in kJ/mol: 176.8
Strongest force on any atom in eV/A: 3.47
Highest occupied orbital energy in eV: -1.695

Atomic partial charges in e from the Löwdin method, atoms 1 to 6:
1 Zr 1.69
2 O -0.37
3 C -0.44
4 C -0.04
5 C -0.22
6 C 0.00